1.
C5H5NO | wB97M-V/def2-TZVPD

E_HOMO, eV: -10.31
LUMO energy, eV: 0.8
DFT total energy, hartree: -323.3880
Energy above the lowest of the compared OMol25 structures with the same formula, charge and spin, kcal per mole: 82.7

```
12
Properties=species:S:1:pos:R:3:forces:R:3
H -1.8965 0.1746 -0.9263 0.2 -0.1 0.0
O -1.1411 0.5760 0.9465 0.0 -0.2 0.1
H 0.2086 2.2552 0.8216 0.0 -0.2 -0.2
C 0.2909 0.2560 -0.5945 0.1 -0.1 -0.2
C -0.9763 -1.6473 -0.4280 0.3 -0.9 -0.5
N -0.5184 -2.5209 -1.0393 -0.9 0.2 1.0
H 1.0544 -0.6918 1.3378 0.0 0.1 0.0
C 0.1118 1.1947 0.6019 0.2 0.3 0.1
H 0.6665 -0.0528 -1.5695 0.2 1.3 0.0
H 2.1577 0.5017 0.4693 -0.1 -0.1 0.0
C 1.1459 0.1418 0.6445 0.1 -0.1 0.1
C -1.1035 -0.1873 -0.2638 0.0 -0.2 -0.3
```
Forces are in eV/Å.

Here are the natural (NBO) charges for atoms 1 to 8, given in e:
1. H 0.225
2. O -0.488
3. H 0.218
4. C -0.271
5. C 0.239
6. N -0.310
7. H 0.224
8. C 0.110


2.
C24H42LuO2P2 | wB97M-V/def2-TZVPD

E_HOMO (alpha / beta), eV: -7.69 / -7.69
Total charge: +1
LUMO energy (alpha / beta), eV: -4.0 / -4.0
DFT total energy, hartree: -3007.9775
Energy above the lowest of the compared OMol25 structures with the same formula, charge and spin, kcal per mole: 127.6

```
71
Properties=species:S:1:pos:R:3:forces:R:3
H -1.6882 3.8774 -3.6798 0.3 -0.2 -0.1
H 3.9135 -1.4123 -3.9486 -0.2 0.3 0.1
H 0.0766 4.1610 -3.7348 -0.2 -0.1 -0.1
H 2.7180 -0.8662 4.5549 -0.2 -0.7 0.4
H 0.6517 1.0125 5.3992 -0.4 -0.1 0.4
C -0.2395 -0.8175 4.7055 0.2 -0.8 -0.5
H -0.0316 -0.0015 6.6740 -0.1 0.1 -0.3
C -1.7628 -0.1079 -1.7217 -2.0 0.7 -0.4
H -1.6836 1.1785 -5.7839 -0.4 -0.5 -0.2
H -1.1154 0.9275 5.5902 0.3 -0.3 0.1
C 2.1504 -1.7326 5.0428 0.3 -0.4 0.3
H 0.9567 -4.7416 3.5922 0.2 0.2 -0.3
C -1.1436 2.4403 -0.1640 0.3 0.3 0.2
H -2.6950 -2.3251 1.8047 0.3 -0.2 0.0
C -2.2550 1.7098 0.0202 -0.1 0.1 0.6
C -1.1735 -0.9720 3.6375 -0.1 -0.7 0.8
H -1.8042 0.8016 -2.3364 -0.2 -0.4 0.3
H -1.2826 -3.0608 1.0242 -0.2 0.0 0.1
H -2.2600 -0.4331 0.4164 0.2 0.3 -0.2
H 0.7267 -4.1576 1.9329 0.1 0.1 0.4
C 0.8821 -0.0718 -1.7380 -0.8 -2.1 4.0
H 0.3891 3.2834 -1.3808 -0.4 -0.5 0.1
H -1.3826 -0.2600 -4.7660 -0.1 0.6 0.1
C -1.6513 0.8075 -4.7497 0.0 0.1 -2.1
H -0.4557 -1.7791 -1.6399 0.3 0.2 -0.2
H -3.5779 0.1346 -0.5673 0.2 0.1 0.0
C -0.1879 0.3377 5.6381 0.2 0.6 0.7
C 0.3295 -2.7034 3.4738 0.3 0.9 0.2
C -0.0799 2.2853 -1.2132 0.4 0.2 1.9
H -2.7785 -0.2100 2.4451 0.1 0.0 0.3
H 3.5591 -0.1413 -5.1408 0.1 -0.1 0.5
H 4.1860 0.3106 -3.5266 -0.3 -0.2 -0.1
P -0.4612 1.8218 -3.8740 -1.2 -1.1 0.4
H 2.1701 -1.5089 6.1162 0.4 0.0 -0.3
C 1.7241 2.0923 3.1208 -1.2 -1.5 -0.5
Lu 1.2298 -0.3885 2.9465 -1.2 -0.4 -1.7
H 2.7156 -2.6489 4.8208 0.0 0.4 0.3
P 1.7995 -0.2799 -3.4653 -0.5 2.0 -1.8
H 1.6208 -0.7895 -1.3256 -0.7 0.4 0.7
C 3.5262 -0.3892 -4.0599 0.5 0.2 -0.7
C 1.0871 -3.8671 2.9324 0.0 -0.7 -0.1
H 2.1715 -3.6822 2.8570 -0.2 -0.1 0.0
H -2.4375 -0.7986 -2.2647 0.1 0.1 0.3
H -2.0647 -3.8761 2.3955 0.1 0.4 -0.1
H 2.1548 3.0863 3.0539 -0.1 0.3 0.1
C 1.2687 1.4021 -4.0411 1.1 -0.2 -2.2
H 1.0269 1.0486 0.1653 0.1 -0.3 -0.4
C 1.0374 1.2701 -0.9126 0.1 -0.2 -1.5
C 0.9628 -1.4826 -4.5279 0.1 -0.5 -0.2
H 0.9428 -1.1257 -5.5710 0.0 -0.1 0.4
H -2.6572 0.9137 -4.3087 0.6 0.1 0.0
C -2.4247 -0.1831 3.4830 -0.6 0.5 -0.4
C -0.7449 3.5688 -4.1545 0.1 0.2 -1.1
H -0.9399 3.2890 0.5005 -0.9 0.2 -0.4
H -3.1074 2.1888 0.5295 0.7 -0.3 0.5
H -0.8083 3.7170 -5.2381 0.0 0.6 0.1
H -0.5979 1.9657 -2.1970 1.0 0.6 2.0
C -0.8739 -2.1829 2.9421 0.5 0.4 0.6
C 0.7361 -1.8814 4.5929 -1.2 0.2 -0.6
H 1.8731 2.1124 -3.4522 -0.3 -0.1 -0.2
O 2.2660 1.2082 3.8968 0.3 1.6 -0.7
C -0.4342 -0.6841 -1.7162 1.9 -0.9 0.5
H -3.2572 -0.5402 4.1149 0.5 0.0 -0.1
H -0.0579 -1.6942 -4.1888 0.3 0.2 0.1
C -1.7744 -2.8914 1.9920 -0.1 -0.2 -0.6
H 1.5518 1.5230 -5.1032 0.4 0.0 0.3
H 2.0013 1.7389 -1.1354 0.2 -0.1 0.0
H 1.5343 -2.4250 -4.5030 -0.2 0.3 0.0
C -2.4992 0.2796 -0.3913 -0.1 0.1 -1.2
O 0.7119 1.7432 2.3992 1.8 0.5 1.3
H -2.2629 0.8758 3.7110 -0.1 -0.2 0.0
```
Forces are in eV/Å.

Here are the Mulliken charges for atoms 1 to 8, given in e:
1. H 0.358
2. H 0.413
3. H 0.390
4. H 0.282
5. H 0.233
6. C 0.423
7. H 0.391
8. C -0.811


3.
C4H8N3O | wB97M-V/def2-TZVPD

E_HOMO, eV: -13.36
Total charge: +1
LUMO energy, eV: -4.3
DFT total energy, hartree: -396.3700
Energy above the lowest of the compared OMol25 structures with the same formula, charge and spin, kcal per mole: 104.3

```
16
Properties=species:S:1:pos:R:3:forces:R:3
C 0.2640 0.5308 -0.3230 0.6 0.8 -2.7
H 2.3695 -2.0702 0.6373 -2.9 1.4 -1.4
H -2.2057 0.3599 -0.3940 -0.6 -1.0 0.5
N 0.2657 -1.7522 0.2675 -4.4 -0.5 -0.2
H -2.3876 -1.3659 0.3373 -0.2 1.9 -1.2
H 0.3269 0.7142 -1.4964 -0.1 -1.0 1.9
H -0.2695 -2.7072 0.3331 1.9 2.0 -0.1
H -1.3368 1.5157 0.6209 1.4 1.1 -0.5
O 2.7861 0.7249 -0.0494 -4.3 -0.8 0.1
H -0.5052 2.4893 -0.7077 0.0 -0.2 0.9
H 0.1784 2.3684 0.9539 0.4 -0.3 -0.2
C -0.5191 -0.6978 -0.0406 -0.3 -0.5 -0.1
N -1.9058 -0.6008 -0.2102 3.0 -2.5 1.5
C -0.3293 1.8192 0.1615 -2.5 0.8 0.6
N 1.5928 -1.6024 -0.0314 2.8 1.8 0.9
C 1.6755 0.2740 -0.0587 5.2 -2.9 0.0
```
Forces are in eV/Å.

Here are the natural (NBO) charges for atoms 1 to 8, given in e:
1. C -0.472
2. H 0.420
3. H 0.440
4. N -0.329
5. H 0.440
6. H 0.344
7. H 0.441
8. H 0.217


4.
C5H7BrFI | wB97M-V/def2-TZVPD

E_HOMO (alpha / beta), eV: -8.22 / -8.35
SMILES string: CC(C)=C(I)[C@@H](F)Br
LUMO energy (alpha / beta), eV: -1.6 / -1.0
DFT total energy, hartree: -3166.1340
Energy above the lowest of the compared OMol25 structures with the same formula, charge and spin, kcal per mole: 0.0

```
15
Properties=species:S:1:pos:R:3:forces:R:3
C 0.2950 -1.5993 -0.4193 -1.5 -0.8 0.9
Br -2.9741 2.3943 -0.7004 0.7 -0.6 0.6
H -0.3176 -1.9604 -1.2753 0.2 0.3 0.6
H 1.4463 0.9906 -0.6263 0.1 0.0 -0.1
H 0.3199 -2.3949 0.3749 -0.6 0.8 -0.5
H 1.0019 1.1213 1.0851 0.5 -0.6 -0.1
H 0.0454 1.7723 0.0797 -2.1 2.4 -0.9
I -2.9138 -1.8720 0.3987 0.5 0.8 0.2
C 0.6121 0.9270 0.0633 3.6 0.6 1.2
F -1.6828 1.7852 1.8852 0.8 1.5 0.6
C -1.6878 -0.1606 0.7657 5.0 -2.7 -3.9
C -0.0796 -0.2695 0.0656 -9.1 -1.7 3.1
H 1.2753 -1.5338 -0.6934 2.8 0.1 -1.3
C -2.3758 1.0166 1.0771 -2.5 0.7 -0.2
H -3.4708 1.0478 1.3517 1.5 -0.7 -0.2
```
Forces are in eV/Å.

Here are the natural (NBO) charges for atoms 1 to 8, given in e:
1. C -0.717
2. Br -0.348
3. H 0.266
4. H 0.240
5. H 0.264
6. H 0.282
7. H 0.273
8. I 0.159


5.
C3H15N2O3 | wB97M-V/def2-TZVPD

E_HOMO, eV: -12.15
Total charge: +1
LUMO energy, eV: -2.9
DFT total energy, hartree: -458.2786
Energy above the lowest of the compared OMol25 structures with the same formula, charge and spin, kcal per mole: 33.2

```
23
Properties=species:S:1:pos:R:3:forces:R:3
H 1.1854 0.3692 -1.1066 0.3 -0.1 -0.2
C -0.7214 1.1734 -1.1411 1.5 -0.7 0.5
H 2.0896 -0.5676 1.3868 0.2 0.5 0.0
H -1.1075 -0.5452 1.6065 0.1 0.2 0.0
H 0.2694 -0.5020 0.5651 -0.3 -0.2 0.2
H 2.5713 -1.4318 0.2623 -0.8 0.9 -0.1
H -0.6842 3.2428 -2.2137 0.2 -0.7 0.8
H 3.8925 -2.2058 -0.6262 -0.2 -0.4 -0.5
H -2.1233 -0.6338 3.8607 -0.1 -0.2 -0.5
C -1.2641 2.4076 -1.7910 -3.0 -2.2 -1.7
H -1.0141 -1.5061 0.3104 -0.1 0.2 -0.4
H -2.1625 2.6792 -1.2324 0.4 0.8 0.1
H -2.7965 0.2940 2.8630 -0.1 -0.1 0.0
H -1.8023 1.8873 -2.6678 0.8 1.1 0.4
N 0.4356 0.6288 -1.7265 -1.1 1.2 -0.2
H 0.6576 1.1716 -2.5621 0.7 -0.4 0.6
O 3.3674 -2.8615 -0.1338 1.0 0.8 0.2
H -2.4492 0.6306 -0.0182 0.8 0.4 0.5
N -0.7695 -0.5590 0.6263 0.5 -0.7 -0.4
H 4.0420 -3.1067 0.5204 -0.4 -0.4 0.1
O -2.3645 -0.5688 2.9181 0.3 0.3 0.6
O 2.1059 -0.5420 0.4195 0.4 -1.3 0.6
C -1.3575 0.5457 -0.1196 -1.1 0.8 -0.7
```
Forces are in eV/Å.

Here are the natural (NBO) charges for atoms 1 to 8, given in e:
1. H 0.416
2. C 0.266
3. H 0.480
4. H 0.467
5. H 0.453
6. H 0.507
7. H 0.266
8. H 0.481


6.
C9H6N2Se | wB97M-V/def2-TZVPD

E_HOMO (alpha / beta), eV: -8.80 / -8.81
LUMO energy (alpha / beta), eV: -3.1 / -3.1
DFT total energy, hartree: -2857.3814
Energy above the lowest of the compared OMol25 structures with the same formula, charge and spin, kcal per mole: 0.0

```
18
Properties=species:S:1:pos:R:3:forces:R:3
C -0.2586 -0.4572 1.3191 0.1 0.2 0.3
C 0.9991 0.0968 1.4093 -0.1 0.0 0.2
C 0.1190 -0.8951 -1.0340 0.0 -0.1 -0.2
H -4.3993 0.7493 -1.0695 0.0 0.1 -0.1
C -3.5188 1.1069 -0.5575 0.2 -2.3 -0.4
H -0.9116 -0.4954 2.1793 0.0 0.0 0.0
N -3.7198 2.0192 1.8024 0.0 0.0 0.1
C -3.6230 1.6020 0.7331 -0.2 0.4 1.1
H 1.3451 0.4949 2.3512 0.0 0.0 0.1
H -0.2327 -1.2931 -1.9742 0.0 0.0 0.0
H 2.8128 0.5717 0.3719 0.1 0.0 0.0
C 1.8240 0.1443 0.2902 0.0 -0.1 -0.2
C -0.7009 -0.9657 0.0952 -1.0 -0.5 -0.2
C -2.3262 1.2592 -1.2390 0.5 0.3 -0.5
H 2.0243 -0.3074 -1.7939 0.0 0.0 -0.1
C 1.3843 -0.3506 -0.9259 0.3 0.0 0.0
Se -2.4199 -1.7004 -0.0541 0.0 1.5 0.0
N -1.2964 1.3601 -1.7548 0.2 0.2 -0.2
```
Forces are in eV/Å.

Here are the natural (NBO) charges for atoms 1 to 8, given in e:
1. C -0.192
2. C -0.216
3. C -0.148
4. H 0.279
5. C -0.402
6. H 0.235
7. N -0.268
8. C 0.231


Among the records above, which one has the lowest DFT total energy?
C5H7BrFI